Density functional theory data (ωB97M-V with the def2-TZVPD basis set) for 10 unconnected molecules or ions with the total composition C28H82N14O10 at a distorted geometry.

Summary:
- SMILES: COC[C@H](C)N.COC[C@H](C)N.COC[C@H](C)N.COC[C@H](C)N.COC[C@H](C)N.COC[C@H](C)N.NC(N)=O.NC(N)=O.NC(N)=O.NC(N)=O
- Net charge: 0
- LUMO level: 0.11 eV
- Orbital gap: 8.3 eV
- Relative energy (zero: lowest compared OMol25 entry of this formula, charge and spin): 133.4 kcal/mol

Structure (XYZ):
```
134
Properties=species:S:1:pos:R:3:forces:R:3
C -4.9023 6.1462 2.3985 -0.715 -0.558 0.669
O -4.8232 4.7857 2.1572 0.873 -2.248 -0.260
C -3.8815 4.3899 1.1201 -1.082 0.598 0.366
C -3.5147 2.8667 1.1111 1.470 2.658 2.688
C -3.2066 2.4223 2.5796 -1.417 -0.188 -0.463
N -2.3575 2.6838 0.2492 -1.290 -1.130 -1.015
H -5.6483 6.1626 3.1930 -0.267 0.668 -0.129
H -5.2597 6.6500 1.5004 0.222 0.600 0.074
H -3.9954 6.5382 2.8589 0.363 0.332 -0.478
H -4.4276 4.6398 0.2105 0.465 -0.057 -0.583
H -3.0426 5.0769 1.2312 0.574 -0.357 -0.200
H -4.4685 2.4094 0.8479 0.457 -0.690 -0.687
H -2.4213 2.9078 3.1590 0.165 0.453 -0.549
H -3.0096 1.3514 2.6295 -0.065 0.078 -0.218
H -4.1579 2.6271 3.0708 0.089 -0.235 0.651
H -2.2444 1.6803 0.2653 0.081 -0.437 -0.755
H -1.4523 2.9527 0.6077 -0.259 0.830 0.677
C -3.9055 -5.1170 3.0265 0.022 0.194 1.086
O -3.5988 -4.0850 3.9992 -1.099 -2.599 -1.300
C -2.8046 -3.1192 3.4298 -0.840 2.432 1.742
C -2.8018 -2.0460 4.5571 1.395 0.219 1.123
C -2.7304 -0.6574 3.9966 -0.431 -0.287 -0.292
N -1.7161 -2.1936 5.5302 0.138 -0.795 0.212
H -4.8112 -5.6446 3.3256 0.157 0.000 0.335
H -3.0634 -5.8086 3.0004 -0.032 -0.142 -0.326
H -4.1281 -4.7122 2.0393 0.275 0.278 -0.105
H -1.7936 -3.4398 3.1783 0.150 -0.076 -0.263
H -3.3448 -2.6248 2.6225 0.229 -0.281 -0.787
H -3.6991 -2.1737 5.1627 -0.217 -0.101 -0.358
H -1.9944 -0.7657 3.1999 -0.254 0.780 -0.547
H -2.4248 0.1550 4.6559 0.081 -0.433 0.297
H -3.7587 -0.4530 3.6985 0.284 0.446 -0.861
H -1.8171 -3.1104 5.9417 -0.155 -0.243 0.469
H -0.8276 -2.2938 5.0603 0.395 0.448 -0.355
C 0.8873 5.6800 -3.6336 -0.994 -1.511 1.728
O -0.3755 4.9970 -3.5240 -0.590 0.237 -0.720
C -0.5740 3.9208 -2.5997 0.630 0.384 0.394
C 0.1524 2.6283 -2.9642 -1.458 -0.736 -0.816
C -0.1550 2.2701 -4.4468 1.240 -0.294 1.302
N -0.3003 1.4502 -2.1620 0.676 0.768 -0.045
H 1.0873 6.0372 -2.6234 0.435 0.505 0.050
H 0.7979 6.5138 -4.3298 -0.017 -0.378 -0.057
H 1.6583 4.9420 -3.8548 0.307 0.298 -0.532
H -0.3063 4.2013 -1.5810 0.386 0.336 0.245
H -1.6446 3.7394 -2.5039 -0.110 0.040 -0.541
H 1.2222 2.7204 -2.7769 0.101 0.073 -0.184
H 0.5559 1.4629 -4.6230 -0.096 -0.105 -0.644
H 0.0219 3.1125 -5.1156 -0.268 -0.200 -0.034
H -1.1556 1.8400 -4.4896 -0.125 0.340 -0.268
H -1.2910 1.2792 -2.2582 -0.344 0.266 -0.240
H -0.1909 1.7054 -1.1909 0.120 -0.097 0.473
C 5.0897 0.9474 1.2286 -0.037 -2.244 -0.061
O 5.9756 1.2649 0.1634 -0.523 1.740 1.431
C 6.3238 2.6249 0.3983 1.647 1.340 0.437
C 7.4985 3.0320 -0.4902 -0.853 -1.453 -1.931
C 7.8239 4.4635 -0.5904 -0.532 1.687 0.449
N 7.0868 2.5628 -1.8305 1.771 -0.313 0.121
H 4.1035 1.4115 1.2406 0.300 0.612 -0.419
H 5.5695 1.0473 2.2022 0.125 0.365 0.095
H 4.8952 -0.1197 1.1216 -0.160 -0.098 0.010
H 5.4987 3.3311 0.3060 -0.484 -0.165 -0.541
H 6.6968 2.8304 1.4017 -0.210 -0.687 0.732
H 8.3810 2.4749 -0.1754 0.023 -0.273 -0.059
H 8.6543 4.8053 -1.2082 0.471 -0.886 0.186
H 7.9419 4.8710 0.4136 -0.022 0.427 -0.023
H 7.0059 4.9583 -1.1140 -0.475 0.270 0.415
H 6.8381 1.6059 -1.6244 -0.630 -0.075 -0.985
H 6.3177 3.1239 -2.1680 -0.311 -0.288 0.075
C -2.7111 -3.1232 -8.2986 -1.061 0.469 -0.042
O -2.6325 -2.1059 -7.3103 -0.243 0.895 -2.279
C -2.2708 -2.4996 -6.0384 1.199 0.169 -0.340
C -2.2057 -1.2681 -5.1287 -0.921 -1.351 1.888
C -1.4034 -1.6620 -3.8212 0.051 -0.563 -1.240
N -3.5546 -0.9545 -4.6064 -0.459 0.576 0.853
H -3.1300 -2.7257 -9.2231 -0.144 0.660 0.205
H -3.4711 -3.8325 -7.9709 0.352 -0.689 0.058
H -1.7883 -3.5676 -8.6715 0.427 -0.228 0.884
H -2.9946 -3.2543 -5.7306 0.070 -0.112 0.802
H -1.2736 -2.9320 -6.1213 0.289 -0.441 0.368
H -1.7969 -0.3753 -5.6018 0.060 -0.292 -0.281
H -1.5272 -0.9310 -3.0222 -0.142 -0.193 -0.045
H -0.3505 -1.9187 -3.9377 0.376 0.906 -0.575
H -1.6938 -2.6825 -3.5717 -0.893 0.079 0.608
H -4.4023 -1.0785 -5.1412 0.559 0.151 -1.143
H -3.7776 -1.5066 -3.7906 0.530 -0.071 0.338
C 2.5764 -0.4388 4.5578 -1.148 1.489 0.564
O 1.8157 -1.4852 4.0459 0.322 -0.716 -0.860
C 2.3146 -2.7262 4.5186 -0.822 -1.442 -0.632
C 1.6566 -4.0021 3.8319 -0.268 0.235 0.771
C 2.1518 -5.3160 4.4538 0.160 0.568 0.717
N 1.9158 -4.0138 2.4320 1.375 0.854 -1.081
H 3.3565 0.0112 3.9438 0.677 -1.006 -0.312
H 2.8837 -0.6386 5.5843 0.480 -0.078 -0.024
H 1.8991 0.4117 4.6340 -0.400 0.045 0.257
H 3.3764 -2.8686 4.3177 0.330 0.399 0.093
H 2.1083 -2.6662 5.5873 0.248 -0.838 0.287
H 0.5699 -3.9708 3.9115 -0.334 0.190 0.978
H 3.1862 -5.5845 4.2394 0.022 0.340 -0.615
H 1.5174 -6.1375 4.1210 -0.001 -0.016 0.228
H 2.1689 -5.2140 5.5389 -0.559 -0.316 0.229
H 2.0102 -3.0519 2.1388 -0.066 0.144 -0.707
H 1.2657 -4.5036 1.8340 -0.146 0.021 0.331
N 1.9224 1.8076 2.2774 2.255 -3.033 0.524
C 1.1117 2.7454 1.8431 -0.025 -2.949 -0.626
N 1.1312 3.7360 2.6329 -0.263 5.933 3.253
O 0.3637 2.6368 0.9180 -1.278 -0.166 -2.931
H 2.0062 0.9054 1.8310 -0.176 -0.117 0.006
H 2.3847 1.9075 3.1698 -0.088 -0.142 -0.430
H 0.7148 4.5862 2.2809 0.060 -0.011 0.451
H 1.8165 3.7756 3.3737 -0.305 0.461 -0.281
N -4.4364 -1.1824 -0.6744 -4.146 1.386 -0.430
C -3.1712 -1.2095 -0.5014 3.350 0.756 -0.165
N -2.6909 -2.4022 -0.3772 2.028 -5.752 0.920
O -2.3782 -0.2766 -0.5209 -0.156 1.707 -0.032
H -4.9470 -2.0503 -0.7531 -0.292 0.700 -0.017
H -4.8131 -0.2497 -0.7652 -0.611 -0.436 -0.179
H -3.2277 -3.2503 -0.2638 -0.431 0.412 -0.151
H -1.7266 -2.6369 -0.1899 0.016 0.866 -0.176
N 0.0145 -0.7330 0.7610 -5.883 1.038 3.351
C 1.1953 -0.9403 0.3583 -0.179 -1.201 -1.031
N 1.1561 -1.0364 -0.9681 2.839 -0.981 -1.595
O 2.1242 -1.1800 1.0838 3.094 0.301 1.005
H -0.2567 -0.6416 1.7296 0.527 -0.060 -0.061
H -0.7652 -0.7552 0.1194 -0.175 0.703 0.062
H 2.1237 -1.1156 -1.2464 -0.436 0.150 -1.348
H 0.3623 -0.7730 -1.5344 0.599 0.622 -0.245
N 2.1881 -5.0114 -4.0559 4.363 -2.110 -4.066
C 1.2982 -4.5544 -3.2726 -4.649 -3.243 0.354
N 1.6878 -3.5296 -2.6294 0.449 4.048 2.826
O 0.2027 -5.1119 -3.1278 -0.391 0.407 0.176
H 3.0393 -4.4715 -4.1202 0.009 -0.681 -0.559
H 2.0462 -5.8182 -4.6466 -0.045 0.345 0.260
H 1.0232 -3.2449 -1.9242 0.809 0.682 0.183
H 2.6537 -3.2497 -2.7236 -0.539 0.484 0.766
```
Positions in Å, forces in eV/Å.